Density functional theory data (ωB97M-V/def2-TZVPD) for a structure of composition C12H13AlBF4IN5O3S in a non-equilibrium geometry.

XYZ file:
```
41
Properties=species:S:1:pos:R:3
Al -1.5555 -1.7980 -0.2282
N 3.2910 4.1471 0.7787
C 2.8941 2.9800 0.2174
C 2.0620 2.9741 -0.9148
C 1.5896 1.7843 -1.4256
C 1.9282 0.5897 -0.8114
C 2.7804 0.5653 0.2824
C 3.2579 1.7509 0.7941
S 1.1649 -0.9259 -1.2923
O 2.0714 -1.9945 -1.5154
O 0.1111 -0.6678 -2.2604
N 0.1836 -1.2546 0.0186
C 0.2768 -1.6455 1.2830
N 1.3418 -1.6294 2.0604
C 1.1591 -1.9759 3.3216
C -0.0813 -2.3393 3.8438
C -1.1501 -2.3649 2.9667
N -0.9821 -2.0220 1.6909
H 3.1529 5.0098 0.2818
H 3.9909 4.1372 1.5009
H 1.8143 3.9091 -1.3928
H 0.9838 1.7529 -2.3176
H 3.0459 -0.3854 0.7159
H 3.9270 1.7521 1.6408
H 2.0538 -1.9602 3.9280
H -0.2022 -2.5863 4.8850
H -2.1432 -2.6595 3.2778
F -1.8214 -3.2497 -0.9855
B -4.0303 -2.9403 -0.4699
F -4.3960 -4.1227 -0.1356
F -4.2930 -2.4117 -1.6245
F -3.5074 -2.1272 0.4594
N -2.4110 0.2400 -3.0986
C -2.1932 0.4898 -1.8421
O -2.3212 -0.4209 -0.9674
C -1.8846 1.8512 -1.3165
I -1.6769 3.3974 -2.7723
H -2.5400 -0.7272 -3.3779
H -2.2747 0.9373 -3.8227
H -0.9488 1.7930 -0.7564
H -2.6683 2.1492 -0.6186
```

For the highest occupied orbital energy, the calculation gives -11.01 eV. For the relative energy (zero: lowest compared OMol25 entry of this formula, charge and spin), the calculation gives 22.8 kJ/mol. Its strongest force on any atom is 0.032 Eh/bohr. Its net charge is +1. For the frontier orbital gap, the calculation gives 8.0 eV.

---

Density functional theory data (ωB97M-V/def2-TZVPD) for an isolated molecule of C6H14N2O.

XYZ file:
```
23
Properties=species:S:1:pos:R:3
C 2.4851 0.7229 1.6328
N 1.6057 0.5103 0.5025
C 0.1892 0.4397 0.8319
C -0.2677 -0.9550 1.2683
C -0.6383 0.9733 -0.3656
N -0.9670 -0.0127 -1.3690
C -2.3340 -0.4728 -1.4547
C -0.0476 -0.5062 -2.2147
O -0.2447 -1.3737 -3.0353
H 3.5094 0.7743 1.2690
H 2.4293 -0.0609 2.4029
H 2.2346 1.6774 2.0953
H 1.8871 -0.3232 0.0026
H 0.0271 1.1453 1.6560
H -1.3062 -0.9341 1.5927
H -0.1657 -1.6628 0.4475
H 0.3401 -1.3022 2.1014
H -0.0595 1.7841 -0.8224
H -1.5770 1.3853 0.0045
H -2.6544 -0.9335 -0.5189
H -2.3821 -1.2111 -2.2532
H -3.0004 0.3589 -1.6910
H 0.9369 -0.0232 -2.0825
```

For the highest occupied orbital energy, the calculation gives -8.94 eV. For the relative energy (zero: lowest compared OMol25 entry of this formula, charge and spin), the calculation gives 109.4 kJ/mol. Its strongest force on any atom is 0.011 Eh/bohr. Its net charge is 0. For the frontier orbital gap, the calculation gives 9.8 eV.

---

Density functional theory data (ωB97M-V/def2-TZVPD) for a structure of composition C3H6O4Tl in a non-equilibrium geometry.

XYZ file:
```
14
Properties=species:S:1:pos:R:3
H -2.1768 -1.0005 -3.1946
O -2.6275 -1.0668 -2.2683
H -3.4825 -0.6415 -2.3898
C -1.2521 0.5800 -0.1965
C 0.0495 -0.0388 0.1547
O 0.7449 0.8077 1.0677
C 1.9524 0.4154 1.5015
O 2.4401 -0.6797 1.1277
O 2.5716 1.2299 2.2311
H -1.2843 1.3783 -0.9404
H -2.0841 0.4453 0.4972
H 0.6737 -0.1897 -0.7462
H -0.0947 -1.0346 0.6033
Tl 4.5699 -0.2051 2.5525
```

For the highest occupied orbital energy (alpha / beta), the calculation gives -8.16 / -9.55 eV. For the relative energy (zero: lowest compared OMol25 entry of this formula, charge and spin), the calculation gives 0.0 kJ/mol. Its strongest force on any atom is 0.056 Eh/bohr. Its net charge is 0. The multiplicity is 2. For the frontier orbital gap (alpha / beta), the calculation gives 7.8 / 9.2 eV.

---

Density functional theory data (ωB97M-V/def2-TZVPD) for a cluster of 2 separate species, C5H13N2OS in total in a non-equilibrium geometry.

XYZ file:
```
22
Properties=species:S:1:pos:R:3
C 0.3266 -0.6643 0.3576
C -2.1317 0.6375 -0.3493
C 2.3038 0.6863 1.0262
C 1.1702 1.2444 -1.1260
C -1.5053 -0.7552 -0.6646
N -2.1633 -1.7302 0.0013
N 1.4375 0.2451 -0.0016
O 0.2070 -0.9894 1.6398
S 1.7094 -1.3044 -0.6243
H -2.9078 0.8637 -1.1768
H -2.6788 0.5388 0.5250
H -1.4250 1.4751 -0.2146
H 3.3307 0.8320 0.6669
H 1.9913 1.6114 1.4508
H 2.3908 -0.2421 1.5237
H 0.6373 2.0311 -0.7151
H 2.1648 1.5215 -1.2909
H 0.5800 0.7913 -1.9171
H -1.1467 -1.0223 -1.5972
H -2.7508 -1.6121 0.7860
H 0.8805 -1.5560 2.0464
H -2.4202 -2.6022 -0.3462
```

For the highest occupied orbital energy, the calculation gives -12.63 eV. For the relative energy (zero: lowest compared OMol25 entry of this formula, charge and spin), the calculation gives 289.1 kJ/mol. Its strongest force on any atom is 0.095 Eh/bohr. Its net charge is +1. For the frontier orbital gap, the calculation gives 9.4 eV.

---

Density functional theory data (ωB97M-V/def2-TZVPD) for a cluster of 4 separate species, C28H37F24IN3O7 in total in a non-equilibrium geometry.

XYZ file:
```
100
Properties=species:S:1:pos:R:3
C 4.9897 0.5797 -0.9961
N 5.0012 -0.9035 -1.2195
C 4.8134 -1.7340 0.0134
C 4.3521 -0.9616 1.3714
C 2.8032 -0.4283 1.4006
C 2.6603 0.6026 2.6972
O 3.2422 1.9254 2.4170
C 4.3997 2.1835 3.2982
O 5.4738 2.7743 2.7382
C 4.1798 -1.3602 -2.4001
N 4.8224 -1.8067 -3.6841
C 4.5720 -0.9148 -4.8627
C 4.6206 0.6930 -4.5951
O 6.0423 1.1524 -4.5218
C 6.0977 2.6083 -4.3221
O 5.5540 3.5135 -5.1815
N 2.7975 -1.4263 -2.2015
C 1.7978 -1.9101 -3.2284
C 0.6352 -2.9206 -2.5922
C -0.2570 -2.2265 -1.4020
I -1.6733 -3.8088 -0.7203
H 3.9290 1.0726 -0.8817
H 5.7195 0.9398 -0.1217
H 5.4619 1.0760 -1.9746
H 5.8609 -2.2538 0.2494
H 4.0474 -2.6332 -0.1486
H 5.0760 -0.0742 1.7097
H 4.4390 -1.7583 2.2571
H 2.4649 0.1861 0.4651
H 1.9979 -1.2969 1.5315
H 3.2801 0.0851 3.5758
H 1.5336 0.7144 3.0481
H 4.4339 1.9367 4.4597
H 5.8725 -1.8944 -3.5371
H 5.3366 -1.1557 -5.7354
H 3.4978 -1.1562 -5.3230
H 3.9577 1.0859 -3.7145
H 4.1904 1.2144 -5.5793
H 6.6886 3.0989 -3.4084
H 2.4113 -1.1303 -1.2693
H 2.3164 -2.5454 -4.0956
H 1.2973 -0.9870 -3.7456
H -0.1103 -3.1688 -3.4773
H 1.0935 -3.9735 -2.2665
H 0.4171 -1.9945 -0.4682
H -0.8793 -1.3105 -1.7889
C -2.3281 2.4628 4.0647
C -1.7063 1.2218 3.4060
C -2.7020 0.2504 2.7780
F -3.5916 -0.2350 3.6727
F -2.0557 -0.8290 2.2626
F -0.9029 0.5977 4.3085
F -0.8692 1.6666 2.4151
O -2.5478 2.3925 5.4780
C -3.7420 1.7225 5.8752
C -3.4788 0.4014 6.6108
F -2.6990 -0.4392 5.8865
F -4.6398 -0.2591 6.8609
F -4.5445 1.5735 4.7944
F -4.3950 2.5852 6.7044
H -1.5973 3.2731 3.9469
H -3.2170 2.8195 3.5306
H -3.2558 0.7238 1.9630
H -2.9766 0.5839 7.5667
C 0.1624 -7.6909 -5.1362
C -0.3982 -6.4114 -4.4965
C -1.8045 -6.0222 -4.9442
F -1.8882 -5.8144 -6.2774
F -2.1883 -4.8587 -4.3547
F 0.4854 -5.3960 -4.6907
F -0.4292 -6.6171 -3.1411
O 1.0028 -7.5158 -6.2824
C 0.3155 -7.3341 -7.5183
C 0.4949 -5.9292 -8.1097
F 0.1336 -4.9576 -7.2354
F -0.2728 -5.7636 -9.2188
F -0.9849 -7.6750 -7.3542
F 0.8353 -8.2598 -8.3733
H 0.8223 -8.1465 -4.3869
H -0.6129 -8.4467 -5.3101
H -2.5335 -6.7884 -4.6680
H 1.5399 -5.7571 -8.3885
C -5.3581 5.5618 5.7459
C -5.9187 6.8412 6.3856
C -7.3249 7.2305 5.9379
F -7.4087 7.4382 4.6047
F -7.7088 8.3940 6.5274
F -5.0350 7.8566 6.1914
F -5.9497 6.6356 7.7411
O -4.5177 5.7369 4.5997
C -5.2049 5.9186 3.3638
C -5.0255 7.3234 2.7724
F -5.3869 8.2950 3.6468
F -5.7932 7.4891 1.6633
F -6.5054 5.5776 3.5280
F -4.6852 4.9929 2.5089
H -4.6982 5.1062 6.4952
H -6.1334 4.8060 5.5720
H -8.0540 6.4642 6.2141
H -3.9806 7.4956 2.4936
```

For the highest occupied orbital energy, the calculation gives -11.86 eV. Its strongest force on any atom is 0.183 Eh/bohr. Its net charge is +1. For the frontier orbital gap, the calculation gives 7.8 eV.

---

Density functional theory data (ωB97M-V/def2-TZVPD) for a structure of composition C20H17N5O3V.

XYZ file:
```
46
Properties=species:S:1:pos:R:3
V 0.1277 -0.0007 -0.3622
C 3.8139 -2.1770 -1.4226
C 2.6037 -1.3143 -1.3874
N 2.0541 -0.8681 -0.3151
N 2.6102 -1.0814 0.9146
C 1.8325 -0.4996 1.7882
O 0.7462 0.1431 1.3963
C 2.1386 -0.5315 3.2189
C 3.2988 -1.1601 3.6734
C 3.5760 -1.1917 5.0273
C 2.7006 -0.5996 5.9302
C 1.5467 0.0265 5.4802
C 1.2630 0.0631 4.1253
C 1.8617 -0.9019 -2.6015
C 2.2614 -1.2144 -3.8859
C 1.5079 -0.7550 -4.9593
C 0.3779 0.0037 -4.7199
C 0.0331 0.2772 -3.4069
N 0.7519 -0.1620 -2.3742
H 3.8794 -2.7365 -0.4928
H 4.7162 -1.5658 -1.5036
H 3.7885 -2.8639 -2.2652
H 3.9708 -1.6172 2.9608
H 4.4744 -1.6778 5.3824
H 2.9198 -0.6270 6.9894
H 0.8681 0.4861 6.1858
H 0.3675 0.5487 3.7647
H 3.1534 -1.7995 -4.0515
H 1.8070 -0.9889 -5.9720
H -0.2336 0.3810 -5.5261
H -0.8424 0.8659 -3.1643
O -1.3510 -1.2126 -0.5222
N -2.5509 -0.7101 -0.5386
N -2.5413 0.5467 -0.5417
O -1.3912 1.1938 -0.5368
C -3.7689 1.3066 -0.5583
C -4.9849 0.6386 -0.5796
C -6.1438 1.3937 -0.5937
C -6.0807 2.7820 -0.5859
C -4.8525 3.4239 -0.5625
C -3.6776 2.6869 -0.5476
H -5.0221 -0.4405 -0.5825
H -7.1021 0.8933 -0.6089
H -6.9929 3.3628 -0.5954
H -4.8022 4.5038 -0.5521
H -2.7129 3.1698 -0.5212
```

For the highest occupied orbital energy (alpha / beta), the calculation gives -11.38 / -11.38 eV. Its strongest force on any atom is 0.010 Eh/bohr. Its net charge is +1. The multiplicity is 3. For the frontier orbital gap (alpha / beta), the calculation gives 7.2 / 7.2 eV.